(1)
Density functional theory data (the ωB97M-V functional and the def2-TZVPD basis) for the molecule C19H24N2O4 at a distorted geometry.

```
49
C19H24N2O4, DFT the ωB97M-V functional and the def2-TZVPD basis
C 0.014 -2.951 -6.133
C -1.271 -2.138 -6.015
O -1.077 -0.924 -5.309
C -0.805 -0.876 -3.986
C -0.307 0.356 -3.555
C 0.002 0.609 -2.240
C -0.177 -0.390 -1.279
C -0.685 -1.627 -1.702
C -1.010 -1.890 -3.020
O -1.529 -3.084 -3.438
C -1.661 -4.148 -2.516
C -2.180 -5.353 -3.286
H -2.295 -6.197 -2.613
H -3.143 -5.122 -3.733
H -1.485 -5.619 -4.077
H -2.368 -3.874 -1.721
H -0.688 -4.378 -2.062
H -0.834 -2.391 -0.955
C 0.120 -0.233 0.115
C 0.605 0.834 0.797
C 0.930 2.086 0.258
N 1.220 3.147 -0.083
C 0.803 0.665 2.277
O 0.510 -0.367 2.847
N 1.348 1.736 2.898
H 1.524 2.573 2.363
C 1.533 1.799 4.325
H 1.405 0.788 4.718
H 2.546 2.146 4.550
C 0.500 2.720 5.007
H -0.502 2.393 4.700
C 0.741 4.205 4.706
H -0.201 4.752 4.748
C 1.646 4.624 5.863
H 2.684 4.363 5.652
C 1.100 3.765 7.002
H 0.276 4.280 7.516
O 0.602 2.574 6.414
H 1.858 3.494 7.741
H 1.590 5.687 6.084
H 1.194 4.366 3.730
H -0.068 -1.101 0.741
H 0.386 1.575 -1.959
H -0.170 1.117 -4.307
H -1.596 -1.808 -7.006
H -2.064 -2.736 -5.560
H -0.156 -3.809 -6.777
H 0.333 -3.303 -5.156
H 0.805 -2.339 -6.560
```

Properties
Charge: 0
SMILES: CCOc1ccc(/C=C(\C#N)C(=O)NC[C@@H]2CCCO2)cc1OCC
2S+1: 1
Energy above the lowest of the compared OMol25 structures with the same formula, charge and spin: 269.9 kJ/mol
HOMO level: -0.301 hartree

Löwdin atomic charge list, values in e, 4 entries: -0.055 -0.226 -0.023 -0.182

***

(2)
Density functional theory data (the ωB97M-V functional and the def2-TZVPD basis) for C31H60BrF5N2NbO26S as an isolated structure at a distorted geometry.

```
127
C31H60BrF5N2NbO26S, DFT the ωB97M-V functional and the def2-TZVPD basis
N 0.611 2.323 0.317
C -0.394 3.056 -0.445
C -1.296 2.162 -1.315
O -1.573 2.764 -2.581
C -2.606 1.732 -0.592
Nb -2.587 -0.417 0.008
C -4.577 -0.987 -0.863
C -5.797 -0.533 -0.031
C -7.109 -0.895 -0.686
N -7.175 -2.072 -1.416
O -8.085 -0.169 -0.591
C -3.367 0.026 2.093
C -2.394 0.828 2.853
O -2.310 2.041 2.805
Br -1.147 -0.106 4.049
S -2.091 -2.919 0.551
O -3.079 -3.792 -0.068
O -2.031 -3.152 1.988
C -0.448 -3.460 -0.227
F -0.290 -4.790 -0.178
F -0.568 -3.122 -1.527
C 0.815 -2.722 0.319
F 0.633 -2.203 1.534
F 1.202 -1.753 -0.507
F 1.817 -3.638 0.403
H 0.186 1.816 1.079
H 1.094 1.664 -0.274
H 0.154 3.685 -1.141
H -0.974 3.658 0.243
H -0.717 1.264 -1.499
H -1.316 2.128 -3.245
H -2.748 2.345 0.299
H -3.427 1.925 -1.282
H -0.860 -0.202 0.544
H -1.885 -0.772 -1.646
H -4.633 -0.475 -1.830
H -4.696 -2.043 -1.089
H -5.809 0.535 0.152
H -5.775 -1.021 0.941
H -6.457 -2.140 -2.124
H -8.062 -2.085 -1.902
H -3.492 -0.910 2.641
H -4.300 0.582 2.124
C 3.488 -1.387 0.980
O 4.556 -0.498 1.348
C 4.855 -0.504 2.641
O 4.332 -1.171 3.492
O 5.849 0.366 2.841
C 6.275 0.467 4.203
H 3.364 -1.271 -0.086
H 3.755 -2.415 1.200
H 2.575 -1.099 1.477
H 6.651 -0.489 4.562
H 5.459 0.812 4.835
H 7.077 1.201 4.221
C -9.525 1.219 -3.205
O -9.095 1.567 -4.528
C -8.462 0.584 -5.157
O -8.243 -0.514 -4.718
O -8.104 1.021 -6.366
C -7.402 0.055 -7.149
H -10.022 2.092 -2.791
H -10.229 0.390 -3.237
H -8.675 0.966 -2.579
H -8.024 -0.820 -7.329
H -6.475 -0.238 -6.660
H -7.171 0.533 -8.097
C -1.287 -2.699 -4.033
O -2.189 -2.349 -5.099
C -1.941 -2.942 -6.255
O -1.057 -3.723 -6.486
O -2.853 -2.522 -7.143
C -2.701 -3.089 -8.440
H -1.612 -2.142 -3.160
H -1.339 -3.764 -3.822
H -0.268 -2.412 -4.288
H -2.808 -4.172 -8.403
H -1.735 -2.823 -8.868
H -3.492 -2.672 -9.057
C 5.836 2.737 1.395
O 6.232 3.932 0.701
C 7.077 4.697 1.373
O 7.521 4.479 2.471
O 7.363 5.765 0.622
C 8.271 6.679 1.233
H 5.151 2.205 0.744
H 6.696 2.112 1.591
H 5.324 2.988 2.321
H 9.228 6.199 1.430
H 7.854 7.078 2.156
H 8.416 7.491 0.526
C 8.697 -3.053 8.900
O 7.708 -2.814 7.899
C 7.908 -3.482 6.763
O 8.822 -4.232 6.542
O 6.926 -3.173 5.924
C 7.011 -3.819 4.652
H 8.416 -2.455 9.762
H 8.713 -4.104 9.182
H 9.680 -2.742 8.552
H 6.961 -4.900 4.764
H 7.928 -3.534 4.139
H 6.159 -3.480 4.069
C -6.739 6.966 5.381
O -5.348 6.661 5.324
C -5.078 5.440 4.844
O -5.899 4.639 4.484
O -3.765 5.279 4.839
C -3.321 4.002 4.340
H -6.820 7.972 5.783
H -7.181 6.939 4.387
H -7.258 6.273 6.041
H -3.631 3.870 3.312
H -3.709 3.198 4.962
H -2.239 4.000 4.388
C 5.384 -2.057 -6.104
O 4.270 -2.329 -5.257
C 4.600 -2.810 -4.058
O 5.719 -3.017 -3.669
O 3.482 -3.018 -3.374
C 3.681 -3.534 -2.055
H 4.978 -1.675 -7.037
H 6.031 -1.303 -5.660
H 5.948 -2.966 -6.304
H 4.260 -2.837 -1.456
H 4.180 -4.501 -2.093
H 2.704 -3.659 -1.619
```

Properties
Charge: -1
2S+1: 1
HOMO level: -0.230 hartree

Löwdin atomic charge list, values in e, 4 entries: 0.006 -0.237 -0.480 -0.051

***

(3)
Density functional theory data (the ωB97M-V functional and the def2-TZVPD basis) for a 2-piece molecular cluster, C34H41N3O overall at a distorted geometry.

```
79
C34H41N3O, DFT the ωB97M-V functional and the def2-TZVPD basis
C 5.371 0.218 -1.889
C 4.591 -0.539 -0.807
C 4.541 -2.013 -1.206
C 5.356 -0.421 0.518
C 3.171 0.056 -0.643
C 2.038 -0.699 -0.761
C 0.719 -0.171 -0.553
C -0.412 -1.009 -0.597
C -1.743 -0.521 -0.763
C -2.076 0.692 -1.446
C -3.348 1.238 -1.405
C -4.374 0.583 -0.659
N -5.615 1.136 -0.539
C -6.030 2.235 -1.387
C -4.899 3.223 -1.608
C -3.646 2.518 -2.122
C -6.711 0.386 0.041
C -6.246 -0.449 1.219
C -5.102 -1.366 0.797
C -4.080 -0.665 -0.039
C -2.836 -1.230 -0.201
C 0.620 1.224 -0.231
C 1.698 2.056 -0.120
C 1.551 3.553 0.251
C 2.213 3.816 1.609
C 0.084 3.977 0.348
C 2.230 4.438 -0.802
C 3.043 1.487 -0.300
O 4.062 2.202 -0.141
H 5.467 1.270 -1.610
H 6.372 -0.217 -2.000
H 4.845 0.148 -2.848
H 4.045 -2.618 -0.439
H 4.020 -2.139 -2.162
H 5.562 -2.399 -1.325
H 4.813 -0.941 1.316
H 6.353 -0.866 0.417
H 5.459 0.634 0.789
H 2.107 -1.756 -1.029
H -0.268 -2.073 -0.528
H -1.307 1.211 -2.025
H -6.384 1.851 -2.362
H -6.881 2.721 -0.895
H -5.225 3.978 -2.327
H -4.671 3.735 -0.666
H -2.785 3.193 -2.036
H -3.765 2.311 -3.198
H -7.475 1.110 0.349
H -7.163 -0.274 -0.722
H -5.907 0.208 2.029
H -7.084 -1.040 1.594
H -4.607 -1.792 1.680
H -5.509 -2.219 0.233
H -2.656 -2.219 0.214
H -0.374 1.625 -0.037
H 3.278 3.575 1.555
H 2.095 4.872 1.881
H 1.744 3.197 2.382
H -0.441 3.815 -0.602
H -0.436 3.435 1.148
H 0.026 5.048 0.582
H 1.772 4.274 -1.783
H 2.114 5.493 -0.526
H 3.295 4.197 -0.857
C 0.094 -3.773 0.771
C -1.036 -3.601 1.555
N -2.019 -3.435 2.187
N 1.228 -4.287 1.393
C 2.250 -4.826 0.636
C 3.429 -5.226 1.229
C 3.610 -5.097 2.610
C 2.549 -4.602 3.369
C 1.367 -4.212 2.765
H 0.002 -3.987 -0.295
H 2.038 -4.915 -0.429
H 4.209 -5.640 0.592
H 4.550 -5.376 3.080
H 2.611 -4.503 4.450
H 0.521 -3.827 3.335
```

Properties
Charge: 0
2S+1: 1
Energy above the lowest of the compared OMol25 structures with the same formula, charge and spin: 0.0 kJ/mol
HOMO level: -0.251 hartree

Löwdin atomic charge list, values in e, 4 entries: -0.049 -0.545 -0.078 -0.046

***

(4)
Density functional theory data (the ωB97M-V functional and the def2-TZVPD basis) for C14H28AsN3OPdS as an isolated structure at a distorted geometry.

```
49
C14H28AsN3OPdS, DFT the ωB97M-V functional and the def2-TZVPD basis
Pd -0.057 -0.207 -0.490
O -0.890 0.989 1.977
C -1.174 2.356 1.837
C -0.480 3.024 0.663
C -0.353 4.410 0.667
C 0.198 5.043 -0.429
C 0.615 4.271 -1.503
C 0.468 2.900 -1.420
N -0.070 2.280 -0.364
H -0.861 0.644 1.051
H -0.864 2.862 2.753
H -2.251 2.528 1.716
H -0.688 4.973 1.529
H 0.307 6.120 -0.446
H 1.056 4.715 -2.385
H 0.804 2.248 -2.217
C 3.363 -0.896 2.853
C 2.196 -0.757 1.896
N 2.662 -0.542 0.522
C 1.986 -1.023 -0.578
S 2.050 -0.213 -2.092
N 1.573 -2.345 -0.497
C 2.363 -3.390 0.160
C 1.478 -4.404 0.859
H 3.002 -1.031 3.873
H 3.988 0.000 2.837
H 3.997 -1.745 2.592
H 1.541 0.066 2.193
H 1.567 -1.647 1.908
H 2.998 0.392 0.335
H 1.207 -2.629 -1.395
H 3.042 -2.917 0.866
H 2.990 -3.880 -0.591
H 0.875 -3.926 1.632
H 2.082 -5.186 1.321
H 0.795 -4.883 0.155
C -4.814 -0.354 -1.595
As -3.014 0.146 -0.988
C -2.420 -1.673 -0.520
C -2.312 0.254 -2.819
H -4.757 -1.207 -2.272
H -5.258 0.494 -2.115
H -5.443 -0.607 -0.741
H -2.545 -2.343 -1.371
H -3.022 -2.023 0.319
H -1.366 -1.739 -0.183
H -2.741 -0.543 -3.428
H -1.225 0.177 -2.836
H -2.599 1.220 -3.238
```

Properties
Charge: 0
2S+1: 1
Energy above the lowest of the compared OMol25 structures with the same formula, charge and spin: 132.1 kJ/mol
HOMO level: -0.258 hartree

Löwdin atomic charge list, values in e, 4 entries: 0.232 -0.113 -0.225 -0.251

***

(5)
Density functional theory data (the ωB97M-V functional and the def2-TZVPD basis) for C3H5N5 as an isolated structure at a distorted geometry.

```
13
C3H5N5, DFT the ωB97M-V functional and the def2-TZVPD basis
C 0.839 -1.775 -0.677
C -0.139 -0.747 -0.081
C 0.754 1.552 -0.541
H 0.375 -2.718 -0.077
H 0.869 -1.934 -1.885
H 1.982 -1.523 -0.568
H 0.829 2.539 0.468
H 2.091 2.012 -1.611
N -0.988 -1.314 0.712
N -1.449 -0.286 1.369
N -1.141 0.782 0.959
N 0.011 0.584 0.096
N 1.442 1.297 -1.497
```

Properties
Charge: 0
2S+1: 1
Energy above the lowest of the compared OMol25 structures with the same formula, charge and spin: 506.6 kJ/mol
HOMO level: -0.374 hartree

Löwdin atomic charge list, values in e, 4 entries: -0.058 -0.396 -0.292 0.112

***

Number 1: frontier orbital gap 7.78 eV. Number 2: frontier orbital gap 6.93 eV. Number 3: frontier orbital gap 6.23 eV. Number 4: frontier orbital gap 7.79 eV. Number 5: frontier orbital gap 10.36 eV.